# 1
ORCA calculation (ωB97M-V with the def2-TZVPD basis set) on a single C3H4N2O3 molecule.

Results
Frontier orbital gap ... 10.22 eV
Electronic energy ... -451.9265 a.u.
Net charge ... 0
SMILES string ... O=C1N/C(=N\O)CO1
Energy above the lowest of the compared OMol25 structures with the same formula, charge and spin ... 33.4 kcal per mole
HOMO energy ... -9.577 eV
Maximum force ... 1.0 eV/Å

The geometry in XYZ format:
```
12
Properties=species:S:1:pos:R:3:lowdin_charge:R:1
O -1.177 2.415 -1.259 0.14
C -0.494 1.547 -0.812 -0.54
N -0.926 0.428 -0.119 0.21
C 0.130 -0.392 0.216 -0.32
N 0.164 -1.502 0.811 0.04
O -1.079 -2.001 1.240 -0.06
C 1.343 0.318 -0.316 -0.07
O 0.850 1.512 -0.886 0.06
H -1.892 0.186 0.021 0.17
H -0.836 -2.800 1.724 0.09
H 2.063 0.555 0.467 0.14
H 1.854 -0.265 -1.087 0.14
```

=====

# 2
ORCA calculation (ωB97M-V with the def2-TZVPD basis set) on a molecular structure, C3H4N2O3.

Results
Frontier orbital gap ... 9.31 eV
Electronic energy ... -451.7676 a.u.
Net charge ... 0
Energy above the lowest of the compared OMol25 structures with the same formula, charge and spin ... 133.1 kcal per mole
HOMO energy ... -9.769 eV
Maximum force ... 8.8 eV/Å

The geometry in XYZ format:
```
12
Properties=species:S:1:pos:R:3:lowdin_charge:R:1
C -1.608 -0.700 0.651 -0.15
C 1.593 -0.426 0.507 -0.23
C 0.498 1.396 -0.678 -0.25
H -2.844 -0.857 0.395 0.18
H -1.291 -0.721 -1.729 0.29
H 1.731 -1.499 0.690 0.13
H -0.472 1.236 -1.330 0.14
N -0.722 -0.595 -0.549 -0.10
N 0.469 -0.068 -0.269 -0.13
O -1.088 -0.304 1.838 -0.08
O 2.478 0.311 0.982 0.04
O 1.256 2.229 -0.508 0.17
```